The following is a DFT calculation (wB97M-V/def2-TZVPD) of an isolated ion of composition C7H15N4O2 and charge +1.

The geometry in ORCA input format:
```
! wB97M-V def2-TZVPD RIJCOSX def2/J DEFGRID3
* xyz 1 3
C 1.825 1.175 -0.366
C -1.938 1.087 -0.113
C 1.409 -0.243 -0.298
C -1.445 -0.161 -0.340
C -0.104 -0.638 0.252
C -0.121 -0.148 1.695
C -0.054 -2.186 0.243
N 2.972 1.339 -1.169
N -1.307 2.133 0.467
N 2.302 -1.140 -0.492
N -2.158 -0.946 -1.252
O 1.267 2.138 0.170
O -3.284 1.257 -0.515
H 0.167 0.903 1.740
H 0.682 -0.753 2.230
H -1.222 -0.303 2.077
H 0.946 -2.609 0.698
H -0.101 -2.556 -0.799
H -0.936 -2.486 0.772
H 3.710 0.716 -0.849
H 3.281 2.235 -1.441
H -0.333 2.003 0.698
H -1.657 3.000 0.163
H 3.292 -1.018 -0.739
H 2.175 -2.120 -0.474
H -2.858 -0.342 -1.554
H -3.933 1.509 0.244
H -2.577 -1.845 -1.048
*
```

Calculated values
DFT total energy: -17548.3029 eV
highest occupied orbital energy (spin up / spin down): -10.21 / -13.17 eV
<S²>: 2.012
HOMO-LUMO gap (spin up / spin down): 7.24 / 7.36 eV

The following is a DFT calculation (wB97M-V/def2-TZVPD) of an isolated ion of composition C7H15N5O2 and charge +2.

The geometry in ORCA input format:
```
! wB97M-V def2-TZVPD RIJCOSX def2/J DEFGRID3
* xyz 2 1
C 1.558 0.104 -1.270
C 0.284 0.550 -1.427
C 1.761 -1.064 -0.365
C 2.529 0.960 1.489
C -0.824 0.089 -0.647
C -2.143 0.687 -0.849
C -3.074 0.740 0.411
N 2.253 -0.288 1.165
N 2.676 -2.043 -0.661
N 3.083 1.789 0.667
N -0.663 -1.009 0.042
N -3.762 -0.595 0.675
O -1.430 -1.603 0.807
O 0.607 -1.652 0.077
H 2.334 0.132 -2.025
H 0.108 1.236 -2.257
H 2.500 1.315 2.461
H -2.549 0.235 -1.762
H -2.066 1.740 -1.143
H -2.467 0.940 1.227
H -3.690 1.671 0.201
H 1.843 -0.709 2.004
H 2.365 -2.975 -0.450
H 3.591 -1.966 -1.282
H 3.560 2.615 0.863
H 3.233 1.555 -0.244
H -2.816 -1.265 0.704
H -4.616 -0.784 0.093
H -4.185 -0.403 1.498
*
```

Calculated values
DFT total energy: -19027.1772 eV
highest occupied orbital energy (spin up / spin down): -16.43 / -16.43 eV
SMILES string: N[C@@]1(NC=[NH2+])C=CC(CC[NH3+])=[N+]([O-])O1
HOMO-LUMO gap (spin up / spin down): 8.74 / 8.74 eV

The following is a DFT calculation (wB97M-V/def2-TZVPD) of a 2-piece molecular cluster, C7H15NO overall.

The geometry in ORCA input format:
```
! wB97M-V def2-TZVPD RIJCOSX def2/J DEFGRID3
* xyz 0 1
C -1.975 0.763 -1.192
N -2.254 1.941 -0.404
C -1.874 -0.523 -0.408
O -2.054 -0.612 0.775
H -3.182 1.887 0.001
H -1.603 1.976 0.375
H -1.624 -1.407 -1.026
H -2.755 0.647 -1.950
H -1.027 0.902 -1.724
C 1.791 0.205 -1.406
C 1.175 0.994 0.922
C 0.706 -1.861 1.709
C 1.322 -0.158 -0.027
C 1.111 -1.420 0.337
H 1.248 -2.206 -0.394
H 1.173 0.994 -1.832
H 2.811 0.584 -1.366
H 1.774 -0.655 -2.071
H 2.114 1.174 1.443
H 0.913 1.903 0.387
H 0.415 0.789 1.670
H 1.402 -1.491 2.459
H 0.675 -2.944 1.769
H -0.283 -1.481 1.954
*
```

Calculated values
DFT total energy: -11039.0181 eV
highest occupied orbital energy: -8.91 eV
SMILES string: CC=C(C)C.NCC=O
HOMO-LUMO gap: 9.87 eV

The following is a DFT calculation (wB97M-V/def2-TZVPD) of a 2-piece molecular cluster, C7H15NO overall.

The geometry in ORCA input format:
```
! wB97M-V def2-TZVPD RIJCOSX def2/J DEFGRID3
* xyz 0 1
C -2.223 0.847 -0.285
C -2.675 -0.615 -0.066
C -1.328 -1.473 0.129
C -0.158 -0.330 0.063
C -0.828 1.015 0.350
C 2.042 -0.308 -0.403
C 2.936 -0.170 0.837
H -2.235 0.927 -1.339
H -2.948 1.725 -0.023
H -3.183 -0.965 -1.008
H -3.351 -0.834 0.782
H -1.245 -2.253 -0.548
H -1.281 -1.919 1.094
H 0.140 -0.311 -1.015
H 0.743 -0.449 0.677
H -0.304 1.809 -0.178
H -0.887 1.254 1.408
H 1.106 1.368 -1.466
H 2.571 1.768 -0.491
H 2.804 -1.221 1.361
H 2.894 0.732 1.394
H 4.035 -0.231 0.458
N 1.728 0.974 -0.748
O 1.646 -1.341 -0.982
*
```

Calculated values
DFT total energy: -11036.3429 eV
highest occupied orbital energy: -9.36 eV
SMILES string: C1CCCC1.CC(N)=O
HOMO-LUMO gap: 10.00 eV

The following is a DFT calculation (wB97M-V/def2-TZVPD) of a 3-piece molecular cluster, C7H15NO2S overall.

The geometry in ORCA input format:
```
! wB97M-V def2-TZVPD RIJCOSX def2/J DEFGRID3
* xyz 0 1
C 2.266 -0.402 1.104
C 2.215 3.622 -3.528
C -2.687 0.495 -0.553
C -4.251 1.247 1.224
C -4.267 -1.130 0.554
C 3.977 -2.451 0.271
C -3.773 0.274 0.473
N 4.765 0.265 0.109
O 2.583 4.322 -2.692
O 1.785 2.876 -4.275
S 3.609 -0.657 -0.315
H 2.747 -0.820 2.040
H 1.270 -0.983 1.185
H -3.115 0.188 -1.482
H -2.287 1.428 -0.437
H -1.950 -0.262 -0.224
H -3.756 2.263 1.254
H -4.987 1.047 1.976
H 2.183 0.666 1.138
H -3.634 -1.980 0.962
H -5.216 -1.119 1.136
H -4.658 -1.332 -0.552
H 3.635 -2.603 1.345
H 3.389 -3.024 -0.395
H 4.981 -2.736 0.319
H 5.175 0.808 -0.638
*
```

Calculated values
DFT total energy: -23919.4650 eV
highest occupied orbital energy: -8.75 eV
HOMO-LUMO gap: 9.08 eV